A cluster of 2 separate species, C4H8NO3 in total, computed with ωB97M-V/def2-TZVPD.

Geometry as XYZ:
```
16
Properties=species:S:1:pos:R:3:lowdin_charge:R:1
O -2.49242 0.07717 -1.30701 -0.10
O -2.05173 -2.08056 -0.74134 -0.13
O 3.81221 0.23255 -0.29456 -0.04
N 1.59387 -0.73429 -0.49043 0.15
C -2.63590 -0.57054 1.07431 -0.04
C 2.54911 0.28722 -0.31577 -0.53
C -2.39263 -0.88590 -0.53808 -0.78
C 1.94260 1.66857 -0.15813 -0.03
H 0.59214 -0.51884 -0.53887 0.10
H -2.31177 0.40936 1.21588 0.01
H -2.08265 -1.31014 1.58766 0.02
H 1.05012 1.79247 -0.73021 0.06
H 1.71480 -1.74513 -0.58552 0.11
H -3.66807 -0.79521 1.23492 0.03
H 2.67104 2.47766 -0.35445 0.08
H 1.70928 1.69562 0.94160 0.10
```

Computed properties:
Gap between HOMO and LUMO: 7.6097 eV
Total charge: -1
E: -11912.0907 eV
ΔE to the lowest compared entry with this formula, charge and spin: 1.203 eV

***

A cluster of 2 separate species, C4H6O2 in total, computed with ωB97M-V/def2-TZVPD.

Geometry as XYZ:
```
12
Properties=species:S:1:pos:R:3:lowdin_charge:R:1
O -1.48884 -0.94273 0.56655 0.14
O 0.81938 0.12670 -0.01236 0.03
C 0.25474 2.45472 -0.23541 -0.08
C -0.92682 -1.96983 0.59494 -0.26
C -0.36520 -3.16640 0.62954 0.02
C 0.74049 1.12082 -0.70863 -0.32
H 0.65703 -3.24458 0.77556 0.03
H 0.90411 3.40580 -0.21658 0.10
H -0.20165 2.36754 0.86224 0.12
H -0.90905 -4.04179 0.44094 0.04
H -0.57397 2.70555 -0.99853 0.10
H 1.08976 1.18421 -1.69826 0.09
```

Computed properties:
Gap between HOMO and LUMO: 9.8976 eV
E: -8338.0479 eV
ΔE to the lowest compared entry with this formula, charge and spin: 2.413 eV
SMILES string: C=C=O.CC=O

***

A cluster of 5 separate species, C4H14O4 in total, computed with ωB97M-V/def2-TZVPD.

Geometry as XYZ:
```
22
Properties=species:S:1:pos:R:3:lowdin_charge:R:1
O -4.07436 0.46963 -1.36974 -0.07
O -2.09518 2.33230 0.75889 -0.06
O 1.73473 1.80942 -0.25121 -0.05
O 4.42142 0.97156 2.47684 -0.06
C -0.18448 -2.12592 -1.34611 -0.20
C 0.89498 -2.26107 -2.10975 0.00
C -0.01776 -0.97123 0.85108 0.00
C -0.12911 -2.07148 0.13398 -0.20
H -3.61849 0.92542 -0.63376 0.02
H -1.41600 2.99812 0.91676 0.03
H 2.00170 2.58655 -0.74868 0.04
H -1.17154 -2.03690 -1.79498 0.10
H 3.77578 1.14997 1.77976 0.02
H -0.06205 -0.81091 1.92362 0.06
H 0.82086 1.92050 0.00888 0.00
H 3.89636 0.47725 3.11245 0.03
H -2.87384 2.73024 1.19569 0.06
H -4.27440 -0.40885 -1.03811 0.03
H 1.86384 -2.21758 -1.62797 0.06
H -0.17439 -3.06414 0.57038 0.10
H 0.79736 -2.39765 -3.17928 0.05
H -0.11542 -0.00521 0.37126 0.03
```

Computed properties:
Gap between HOMO and LUMO: 9.8852 eV
E: -12563.1666 eV
ΔE to the lowest compared entry with this formula, charge and spin: 1.862 eV
SMILES string: C=CC=C.O.O.O.O

***

A cluster of 2 separate species, C3H11N3 in total, computed with ωB97M-V/def2-TZVPD.

Geometry as XYZ:
```
17
Properties=species:S:1:pos:R:3:lowdin_charge:R:1
N 1.36111 -2.11486 -1.73507 0.02
N -0.11461 0.98061 2.09140 -0.20
N -0.56148 -1.85364 -3.07598 0.04
C -1.52139 1.27653 1.84200 -0.15
C 0.55065 -2.57168 -2.62736 -0.37
C 0.85774 2.02986 1.96358 -0.16
H 1.63197 1.86580 2.70939 0.06
H 0.36790 2.97491 2.20493 0.07
H 0.11737 0.11043 1.63799 0.09
H -1.66344 1.89289 0.93997 0.07
H 0.61856 -3.66212 -2.79372 0.11
H -2.04077 1.59528 2.74852 0.07
H 1.40386 2.16949 1.01599 0.07
H 2.29971 -2.28815 -2.09906 0.04
H -0.76881 -1.21562 -2.31489 0.08
H -0.55224 -1.53021 -4.01926 0.07
H -1.98614 0.34049 1.51158 0.07
```

Computed properties:
Gap between HOMO and LUMO: 9.2573 eV
E: -7757.1507 eV
ΔE to the lowest compared entry with this formula, charge and spin: 2.933 eV
SMILES string: [H]/N=C/N.CNC

***

A cluster of 2 separate species, C4H8O2 in total, computed with ωB97M-V/def2-TZVPD.

Geometry as XYZ:
```
14
Properties=species:S:1:pos:R:3:lowdin_charge:R:1
O 0.05492 1.89361 1.07792 0.04
O 1.94842 -1.61122 0.02189 0.02
C -1.32377 0.98498 -0.65190 0.06
C 1.49384 -0.62730 0.55439 -0.25
C -0.48787 0.85583 0.37775 -0.43
C 0.02726 -0.45705 0.89812 -0.10
H 0.43799 -2.12739 -1.78809 0.02
H 2.14466 0.23032 0.81894 0.13
H -0.09184 -2.17328 -2.30950 0.04
H -0.53431 -1.29961 0.48977 0.11
H -1.65339 1.95818 -1.00582 0.06
H -1.69835 0.10879 -1.16635 0.06
H -0.06713 -0.46134 1.99266 0.13
H -0.25044 2.72550 0.69022 0.11
```

Computed properties:
Gap between HOMO and LUMO: 9.9042 eV
E: -8370.8351 eV
ΔE to the lowest compared entry with this formula, charge and spin: 2.447 eV
SMILES string: C=C(O)CC=O.[H][H]

***

A structure of composition C27H26N5ORuSb, computed with ωB97M-V/def2-TZVPD.

Geometry as XYZ:
```
61
Properties=species:S:1:pos:R:3:mulliken_spin:R:1
Sb -1.69535 -1.99844 1.50491 0.00
Ru 0.29012 -0.39705 -0.95921 1.02
O 1.98237 -0.42034 -1.15864 -0.12
N -1.71592 0.83448 0.16253 0.00
N 1.07973 1.89271 -0.74045 0.04
N 1.03486 -2.67290 0.13897 0.03
N 0.71430 0.01558 1.24735 0.06
N -1.39089 -1.67869 -1.49191 -0.01
C 1.34540 2.26573 0.54392 0.02
C -2.46906 0.85154 2.43552 0.00
C -2.15722 -2.29303 -0.56855 0.01
C 1.76078 4.06523 -1.49042 0.00
C 2.92911 -3.25079 -1.27300 0.00
C 2.05378 3.91512 2.20419 0.00
C -2.03520 2.13211 0.05331 -0.01
C 0.83768 -3.39318 2.41201 0.00
C 1.39643 1.70759 2.89585 0.00
C 1.16121 1.33164 1.60619 -0.01
C 2.01486 4.46601 -0.21264 0.00
C 1.81003 3.56129 0.85455 0.01
C -0.76611 -1.15273 -3.77311 0.02
C -3.50618 -3.28408 -2.27412 0.00
C -3.22259 -3.09972 -0.92847 0.00
C 0.35314 -2.75214 1.28432 -0.01
C -1.86699 2.76082 -1.29529 0.01
C 2.22270 -3.27505 0.04452 0.01
C 1.28539 2.75697 -1.70195 0.00
C -2.52007 2.85312 1.14365 0.00
C 1.84614 3.01063 3.20191 0.00
C 2.09531 -3.98777 2.33832 0.00
C -2.72569 2.21510 2.34835 0.00
C 2.78198 -3.93369 1.14555 0.00
C -2.71450 -2.65467 -3.21427 0.00
C -1.97107 0.20658 1.31742 0.00
C -1.65941 -1.85434 -2.79811 -0.01
H 3.75001 -4.40505 1.04423 0.00
H 0.25061 -3.44403 3.32036 0.00
H 1.24466 0.99087 3.69464 0.00
H -1.06243 -1.35855 -4.79939 0.00
H 1.07446 2.41727 -2.71001 0.00
H 0.27051 -1.47279 -3.64203 0.00
H -2.50719 2.25706 -2.02080 0.00
H 3.86638 -3.80055 -1.21738 0.00
H 2.37306 5.46579 -0.00078 0.00
H -2.10660 3.82103 -1.28452 0.00
H 2.03196 3.28042 4.23235 0.00
H -2.74669 3.90404 1.02700 0.00
H -0.80775 -0.07310 -3.60556 0.00
H 3.12456 -2.22214 -1.56935 0.00
H -3.10827 2.75812 3.20288 0.00
H 2.51364 -4.49898 3.19559 0.00
H 2.30138 -3.70998 -2.03814 0.00
H -4.33239 -3.91134 -2.58191 0.00
H -3.82198 -3.57913 -0.16640 0.00
H -2.66140 0.30582 3.35023 0.00
H 1.90380 4.72594 -2.33343 0.00
H 1.35581 -0.68684 1.60862 -0.01
H 2.40782 4.91350 2.42785 0.00
H -0.83195 2.59222 -1.57415 -0.01
H -2.90423 -2.77628 -4.27148 0.00
H -0.15685 -0.23698 1.70837 -0.03
```

Computed properties:
Gap between HOMO and LUMO (spin up / spin down): 7.2221 / 6.9310 eV
Total charge: +1
E: -47030.2517 eV
ΔE to the lowest compared entry with this formula, charge and spin: 1.962 eV
2S+1: 2

***

A structure of composition C35H50GeN8OSSeSiV, computed with ωB97M-V/def2-TZVPD.

Geometry as XYZ:
```
99
Properties=species:S:1:pos:R:3:mulliken_spin:R:1
Se 0.84590 0.27434 -5.13369 0.00
Ge 0.42524 -2.74258 -6.44575 0.00
V -0.46974 -0.57499 2.39883 1.89
S 2.29201 4.78858 -2.97168 0.00
Si -3.71641 -0.89958 1.08458 0.02
O 2.58576 -0.28698 -0.17814 0.00
N -1.31159 -0.26551 4.27233 -0.01
N -1.99057 -5.60617 1.46664 0.00
N -2.34537 -0.57167 2.28832 -0.09
N 2.46229 1.73372 3.24033 0.00
N 1.56957 6.92820 -1.41554 0.00
N 0.27224 -2.21393 1.93787 0.08
N 3.40350 7.22562 -2.76209 0.00
N 0.94025 0.71398 1.91713 0.10
C 3.47421 -0.63978 0.67389 0.00
C -5.04430 0.14300 1.78483 0.00
C -0.49899 5.91427 -2.14461 0.00
C 5.52479 -1.73914 1.37678 0.00
C -0.83805 -3.64871 0.42215 0.03
C -3.30486 -1.30233 5.82136 0.00
C -1.67563 5.24643 -1.78240 0.00
C -1.14274 -0.19360 5.63469 0.00
C 4.37910 -0.45327 3.04704 0.01
C 1.14137 -0.97971 -6.64714 0.00
C -1.56848 -2.64899 -6.36271 0.00
C -2.17656 -0.71678 6.40368 0.01
C -2.92970 -0.25538 -0.48443 0.00
C -3.47071 -1.19377 4.44867 0.01
C 3.38824 -0.13243 2.04865 -0.01
C 4.48921 -1.60513 0.45635 0.00
C -0.42376 7.01104 0.05428 0.00
C 1.20446 -3.51035 -4.78385 0.00
C -2.33276 5.55809 -0.60435 0.00
C 5.43203 -1.27663 2.73505 0.00
C 0.44282 1.94808 2.42537 0.02
C 1.12029 -4.05816 -7.74407 0.00
C -2.44576 -0.67625 3.66960 -0.01
C 0.11917 -3.09635 2.97378 -0.02
C 1.32372 2.54096 3.27642 0.00
C 2.73665 0.16162 -4.31181 0.00
C 0.10433 0.35140 6.16101 0.01
C -1.21104 -4.48643 1.54883 -0.02
C 2.28321 0.67422 2.37708 0.00
C -3.98362 -2.73981 1.05862 0.00
C -0.68947 -4.22301 2.79795 0.02
C 2.42599 6.36298 -2.37968 0.00
C -0.06589 -2.50944 0.63684 -0.01
C 0.21563 6.68416 -1.19971 0.00
C -1.68770 6.44640 0.29972 0.00
H 0.88786 -0.29403 5.72650 0.00
H -1.12035 -3.87966 -0.58861 0.00
H 3.38729 8.18611 -2.41121 0.00
H -3.46455 -0.53594 -1.45836 0.00
H 3.14729 -0.83439 -4.50086 0.00
H 2.31871 -3.64650 -4.84644 0.00
H -2.93064 0.84270 -0.60637 0.00
H 4.24989 0.09212 3.97461 0.00
H 0.76649 -4.51590 -4.75585 0.00
H -1.92683 -0.66368 -0.46726 0.00
H 1.25231 3.51238 3.76526 0.00
H 2.01926 7.59386 -0.81356 0.00
H -1.98815 -0.61472 7.52825 0.00
H 4.06115 6.92683 -3.46903 0.00
H -3.29144 5.19953 -0.31354 0.00
H 2.20457 -0.96999 -6.71893 0.00
H -2.73403 -5.64249 2.20365 0.00
H -1.98597 4.33342 -2.29701 0.00
H 2.04012 -4.56973 -7.37224 0.00
H -0.74528 -4.95730 3.57946 0.00
H 1.41906 -3.47006 -8.60632 0.00
H -2.11940 6.57401 1.27703 0.00
H 0.32384 1.38020 5.83721 0.00
H -3.56552 -3.19979 0.17567 0.00
H -5.97981 0.11638 1.14062 0.00
H 0.32307 -4.82469 -8.03896 0.00
H -2.00845 -1.96935 -7.09908 0.00
H 3.37909 2.06988 3.54410 0.00
H -4.04592 -1.81532 6.46051 0.00
H -5.07712 -2.92457 1.22428 0.00
H 0.87682 -3.02776 3.74980 -0.02
H -4.29638 -1.67016 3.84811 0.00
H 6.23648 -1.54864 3.45246 0.00
H -4.59276 1.13977 1.76132 0.00
H -1.82762 -2.18872 -5.41551 0.00
H 2.67469 0.35829 -3.19982 0.00
H 0.03773 5.74371 -3.17975 0.00
H 3.40758 0.92319 -4.68746 0.00
H 6.49141 -2.20106 1.05510 0.00
H 0.17223 7.35329 0.91322 0.00
H 0.90827 -3.04990 -3.85025 0.00
H 4.40510 -2.27016 -0.47985 0.00
H -0.56273 2.27045 2.15019 0.00
H 0.11560 0.26399 7.23734 0.00
H -3.40333 -3.20048 1.90667 0.00
H -2.35192 -5.79001 0.55074 0.00
H 0.25735 -1.79940 -0.10212 0.00
H 0.81689 -0.50847 -7.53131 0.00
H -2.06028 -3.67553 -6.44735 0.00
H -5.37996 -0.08194 2.80794 0.00
```

Computed properties:
Gap between HOMO and LUMO (spin up / spin down): 4.7137 / 4.9287 eV
Total charge: +1
E: -217330.1746 eV
ΔE to the lowest compared entry with this formula, charge and spin: 6.438 eV
2S+1: 3

***

A cluster of 2 separate species, C2H2F2O2 in total, computed with ωB97M-V/def2-TZVPD.

Geometry as XYZ:
```
8
Properties=species:S:1:pos:R:3:lowdin_charge:R:1
F -2.39840 -0.21003 -0.96212 0.08
F 0.85314 -0.79765 0.01883 -0.07
O -1.05418 0.77096 0.59304 0.09
O 2.28034 0.76285 -0.24737 0.13
C 1.23977 0.31639 -0.73485 -0.14
C -1.62259 -0.14786 0.12326 -0.36
H -1.75682 -1.12497 0.58383 0.14
H 2.45875 0.43031 0.62539 0.12
```

Computed properties:
Gap between HOMO and LUMO: 11.0446 eV
E: -11633.8071 eV
ΔE to the lowest compared entry with this formula, charge and spin: 2.439 eV